Below is an isolated ion of composition C2H7N2O2 and charge +1, with properties calculated with ωB97M-V with the def2-TZVPD basis set.

Properties
E_HOMO ... -15.897 eV
Charge ... +1
ΔE to the lowest compared entry with this formula, charge and spin ... 110.4 kcal/mol
LUMO level ... -5.2 eV
SMILES ... C/[N+](CO)=N/O

Cartesian coordinates (Å):
C (-0.246365, -1.135326, 0.216802)
C (1.116139, 1.032888, -0.052129)
N (-1.181283, 1.074129, -0.142400)
N (-0.145820, 0.398225, -0.018106)
O (-2.313302, 0.515547, 0.109556)
O (-1.343920, -1.514323, -0.416451)
H (-2.217919, -1.444267, -0.053992)
H (0.575964, -1.635396, -0.327828)
H (-0.202425, -1.211598, 1.413002)
H (1.185906, 2.006584, -0.633331)
H (1.441874, 1.310381, 0.980391)
H (1.707139, 0.319418, -0.553551)
H (-2.971003, 1.248496, 0.268894)

Atoms 1-2, force components in eV/Å:
C 0.187 0.659 2.487
C 1.206 2.683 -0.113

Atom charges from the Mulliken analysis, given in e for atoms 1 to 8: number 1, C, carries -0.193; number 2, C, carries -0.682; number 3, N, carries -0.286; number 4, N, carries 0.564; number 5, O, carries -0.293; number 6, O, carries -0.500; number 7, H, carries 0.364; number 8, H, carries 0.328